(1)
64
Properties=species:S:1:pos:R:3:mulliken_charge:R:1 method="wB97M-V/def2-TZVPD" multiplicity=3 charge=+2 homo_ev="-12.384 / -12.382" lumo_ha="-0.2067 / -0.2950" orbital_gap_ev="6.7603 / 4.3537" e_above_lowest_kj_mol=1.42 s_squared=2.0097
N -2.26 -2.95 2.89 0.107
C 0.98 1.64 -2.30 0.400
H -3.57 0.96 -2.87 0.462
C 2.20 2.09 -3.03 -1.502
O 1.13 0.96 -1.27 -0.698
C -1.46 1.21 -2.57 -0.243
C 2.77 -3.92 0.05 -0.678
H 0.49 5.23 0.19 0.400
H -2.99 11.38 -1.58 0.399
C 0.78 -2.97 0.98 1.029
H 1.47 -4.98 1.34 0.258
N 0.97 -1.82 0.34 -0.131
H -3.84 3.13 -4.02 0.440
H -1.88 4.57 -4.44 0.474
H -1.34 0.26 -2.08 0.627
N -0.37 -3.15 1.82 0.336
C -2.21 8.23 -0.76 0.719
C -4.59 8.40 -1.26 -0.842
S -1.99 -0.91 1.23 -0.450
C -1.76 3.63 -3.92 -0.762
H 3.08 1.57 -2.64 0.398
H -3.95 -3.16 4.06 0.311
C -0.50 3.23 -3.50 -0.493
C 2.98 -2.73 -0.62 -0.806
H -1.02 10.05 -0.91 0.397
N -0.78 2.17 0.63 -0.347
C -0.35 2.03 -2.80 0.931
H 2.19 -0.77 -0.95 0.495
H 3.45 -4.76 -0.06 0.451
N -3.39 6.30 -0.57 -0.561
H -0.39 7.31 -0.17 0.186
H -4.22 -2.32 2.52 0.365
H 2.34 3.16 -2.87 0.375
C -0.48 -4.22 2.71 -0.320
C -1.65 -4.09 3.36 -0.545
C -1.48 -2.37 1.97 0.221
C -3.54 -2.43 3.36 -0.851
H -5.56 7.95 -1.35 0.456
C 2.06 -1.72 -0.45 -0.073
C -2.86 2.82 -3.68 -0.493
H -2.78 1.64 0.64 0.331
C -0.28 4.47 0.27 -0.625
C -4.38 9.74 -1.50 -0.510
C -1.63 4.77 0.08 0.998
H -2.09 -4.70 4.12 0.447
H 1.14 2.92 0.66 0.508
N -1.36 7.21 -0.38 0.015
C -3.48 7.64 -0.88 0.676
H -5.21 10.36 -1.80 0.402
C -3.10 10.32 -1.38 -0.435
H 0.35 3.86 -3.71 0.353
H -3.39 -1.48 3.86 0.369
C -2.71 1.60 -3.02 -0.801
C 0.10 3.18 0.53 -0.475
Pt -0.13 0.13 0.47 1.199
H -3.60 3.92 0.14 0.551
C -2.14 6.09 -0.28 -0.179
H 2.10 1.92 -4.10 0.407
C -2.08 2.46 0.52 -0.188
H 3.83 -2.58 -1.26 0.465
C -2.00 9.59 -1.01 -1.056
H 0.26 -4.98 2.82 0.393
C 1.65 -4.05 0.85 -0.703
C -2.54 3.73 0.25 -0.585

(2)
38
Properties=species:S:1:pos:R:3:mulliken_charge:R:1 method="wB97M-V/def2-TZVPD" charge=-1 homo_ev=-4.547 lumo_ha=0.0887 orbital_gap_ev=6.9607
C -2.36 -1.06 1.19 -1.872
C -0.85 -0.89 1.29 0.549
H 1.59 0.00 -0.50 0.070
H -0.13 -4.24 -1.68 0.119
H -0.91 -0.82 -4.03 0.303
C 1.62 2.43 -2.49 -0.499
C -1.32 1.15 2.83 -0.404
C -0.22 -1.16 -0.07 -0.067
H 2.69 2.31 -2.36 0.296
H -1.52 3.11 3.77 0.385
N 1.15 3.48 -1.54 0.934
H -2.80 -0.24 0.62 0.313
H 0.58 0.49 2.14 0.326
O 1.97 4.01 -0.82 -0.554
O 1.87 -2.01 -0.80 -0.429
C 1.31 -0.97 -0.09 -0.149
H -2.35 1.26 2.48 0.396
C -0.77 2.51 3.26 -1.271
H -0.44 1.18 0.88 0.232
H 1.69 -1.00 0.94 0.332
H 1.37 2.77 -3.49 0.302
O -0.71 -1.22 -3.19 -0.431
Br 1.37 -4.52 0.62 -0.538
H -0.67 -0.42 -0.76 0.016
H -1.34 0.48 3.69 0.334
H -0.41 3.05 2.39 0.291
O -0.03 3.75 -1.56 -0.542
H 1.89 -3.89 -1.98 0.143
H 1.09 1.51 -2.25 0.069
C -0.44 0.52 1.75 -0.613
P 0.41 -2.42 -3.41 0.155
H -0.45 -1.60 2.02 0.362
H -2.83 -1.07 2.17 0.407
Cl 2.14 -1.24 -3.80 -0.336
H -2.59 -1.99 0.68 0.485
O -0.48 -2.44 -0.54 -0.360
P 0.81 -3.23 -1.32 -0.068
H 0.08 2.37 3.92 0.316

(3)
73
Properties=species:S:1:pos:R:3:mulliken_charge:R:1 method="wB97M-V/def2-TZVPD" charge=+2 homo_ev="-13.299 / -13.109" lumo_ha="-0.3246 / -0.3274" orbital_gap_ev="4.4657 / 4.2001" e_above_lowest_kj_mol=769.09
H -4.56 4.66 1.87 0.375
H -6.19 3.32 0.14 0.455
C 3.67 2.48 -1.39 -0.240
H 3.21 6.19 -1.15 0.338
C 0.50 6.55 1.59 -0.650
H 6.13 3.86 -1.31 0.444
H 0.18 0.07 8.51 0.318
C 2.78 1.36 -1.61 -1.050
H -0.11 7.86 2.89 0.365
C -0.16 4.31 2.35 -0.902
H 3.15 0.46 -2.09 0.462
H 2.31 3.16 1.31 1.158
H 1.31 5.31 -0.53 0.834
H -6.29 3.96 -1.51 0.439
C 4.15 5.17 1.19 -1.784
C 3.38 3.45 -0.50 -1.039
C -4.55 6.01 -1.32 -1.580
H 3.13 5.52 1.33 0.067
H 4.81 6.02 1.31 0.614
C 0.40 5.06 1.39 -0.554
H 4.96 6.38 -1.22 0.473
C -0.12 2.07 4.58 -0.556
C -4.71 4.88 -0.30 1.816
H -3.75 6.11 1.24 0.413
C 0.08 3.49 -0.70 -1.587
Pd 0.12 0.83 0.40 -0.370
C -4.61 5.45 1.12 -1.676
N 1.54 1.40 -1.25 -0.595
C -2.35 4.04 0.00 -0.820
H 1.55 6.83 1.70 0.346
H -4.70 5.65 -2.34 0.385
C -0.05 1.86 3.21 -0.078
H -0.42 3.04 4.95 0.451
C -3.60 3.87 -0.54 0.220
C -0.43 2.88 2.20 1.309
H 4.63 2.45 -1.88 0.431
N -1.00 2.36 1.17 -1.039
C -2.72 1.78 -1.53 -0.860
H -2.89 0.91 -2.16 0.498
H -5.50 6.05 1.32 0.467
H -6.86 4.92 -0.16 0.423
H 5.97 3.17 0.32 0.420
O -0.26 6.93 2.70 -0.536
H 0.70 -1.05 5.54 0.490
H 6.48 4.85 0.10 0.443
H -2.11 4.92 0.59 0.247
C 5.82 4.07 -0.28 -1.783
N -1.58 1.86 -0.95 -0.303
C 0.59 -0.33 3.51 -0.545
H -5.29 6.79 -1.12 0.442
C -6.09 4.22 -0.47 -1.906
H -0.81 1.74 7.20 0.371
H 4.17 5.21 -2.28 0.366
H 4.38 4.45 1.97 0.366
N 0.34 0.67 2.68 -0.038
C 2.07 3.37 0.26 0.479
C 0.97 4.49 0.11 -0.216
C 4.15 5.65 -1.28 -1.652
H -4.72 2.54 -1.81 0.449
H 0.90 -1.27 3.06 0.468
H 0.14 7.04 0.67 0.397
C 0.50 -0.21 4.89 -0.660
H 0.95 1.87 7.21 0.316
C -1.29 3.01 -0.11 2.279
C -3.77 2.73 -1.33 -0.120
O 0.21 -0.04 7.56 -0.508
H -0.44 4.79 3.28 0.687
C 1.13 2.41 -0.44 1.080
C 0.16 1.02 5.44 0.405
H -3.55 6.46 -1.26 0.350
C 4.37 4.56 -0.20 2.188
C 0.12 1.21 6.93 -0.537
H -0.06 3.77 -1.75 0.841

What did the second record say?
38
Properties=species:S:1:pos:R:3:mulliken_charge:R:1 method="wB97M-V/def2-TZVPD" charge=-1 homo_ev=-4.547 lumo_ha=0.0887 orbital_gap_ev=6.9607
C -2.36 -1.06 1.19 -1.872
C -0.85 -0.89 1.29 0.549
H 1.59 0.00 -0.50 0.070
H -0.13 -4.24 -1.68 0.119
H -0.91 -0.82 -4.03 0.303
C 1.62 2.43 -2.49 -0.499
C -1.32 1.15 2.83 -0.404
C -0.22 -1.16 -0.07 -0.067
H 2.69 2.31 -2.36 0.296
H -1.52 3.11 3.77 0.385
N 1.15 3.48 -1.54 0.934
H -2.80 -0.24 0.62 0.313
H 0.58 0.49 2.14 0.326
O 1.97 4.01 -0.82 -0.554
O 1.87 -2.01 -0.80 -0.429
C 1.31 -0.97 -0.09 -0.149
H -2.35 1.26 2.48 0.396
C -0.77 2.51 3.26 -1.271
H -0.44 1.18 0.88 0.232
H 1.69 -1.00 0.94 0.332
H 1.37 2.77 -3.49 0.302
O -0.71 -1.22 -3.19 -0.431
Br 1.37 -4.52 0.62 -0.538
H -0.67 -0.42 -0.76 0.016
H -1.34 0.48 3.69 0.334
H -0.41 3.05 2.39 0.291
O -0.03 3.75 -1.56 -0.542
H 1.89 -3.89 -1.98 0.143
H 1.09 1.51 -2.25 0.069
C -0.44 0.52 1.75 -0.613
P 0.41 -2.42 -3.41 0.155
H -0.45 -1.60 2.02 0.362
H -2.83 -1.07 2.17 0.407
Cl 2.14 -1.24 -3.80 -0.336
H -2.59 -1.99 0.68 0.485
O -0.48 -2.44 -0.54 -0.360
P 0.81 -3.23 -1.32 -0.068
H 0.08 2.37 3.92 0.316